Record 1
C26H39F3N6O3ReS2SbSe | the ωB97M-V functional and the def2-TZVPD basis

Electronic energy in hartree: -5383.4392
Highest occupied orbital energy (spin up / spin down) in eV: -15.816 / -15.823
Maximum force in eV Å⁻¹: 0.97
⟨S²⟩: 0.75
Net charge: +3
Orbital gap (spin up / spin down) in eV: 6.50 / 6.23
Multiplicity: 2

CARTESIAN COORDINATES (ANGSTROEM)
Re -0.49 -2.44 -1.80
C 1.11 -2.65 -5.87
C 0.64 -2.91 -4.48
N 0.19 -1.98 -3.69
N -0.10 -0.72 -4.23
C -1.37 -0.32 -4.00
N -1.83 0.74 -4.65
S -2.32 -1.17 -2.88
C 0.48 -4.24 -3.93
C 0.87 -5.42 -4.55
C 0.49 -6.63 -4.00
C -0.29 -6.62 -2.85
C -0.63 -5.42 -2.26
N -0.25 -4.24 -2.77
H 0.26 -2.52 -6.54
H 1.75 -1.77 -5.94
H 1.70 -3.48 -6.25
H 0.39 -0.45 -5.07
H -1.33 1.18 -5.40
H -2.79 1.02 -4.51
H 1.47 -5.39 -5.45
H 0.79 -7.56 -4.46
H -0.63 -7.54 -2.39
H -1.20 -5.38 -1.34
C 2.27 -3.22 2.31
N 2.44 -1.95 1.61
C 2.20 -1.72 0.32
Se 1.74 -3.04 -0.96
N 2.46 -0.43 0.05
C 2.88 0.21 1.21
C 3.30 1.52 1.46
C 3.66 1.80 2.76
C 3.61 0.83 3.77
C 3.21 -0.46 3.52
C 2.85 -0.75 2.21
H 2.46 -4.04 1.63
H 1.26 -3.28 2.71
H 2.99 -3.26 3.12
H 2.42 -0.04 -0.88
H 3.36 2.26 0.68
H 4.01 2.80 3.00
H 3.92 1.11 4.77
H 3.19 -1.21 4.30
F -3.13 -0.68 2.35
C -3.13 -1.38 1.23
F -3.80 -2.50 1.38
F -3.66 -0.66 0.25
S -1.36 -1.79 0.79
O -0.63 -1.87 2.00
O -1.48 -3.05 -0.04
O -0.90 -0.79 -0.20
C -4.06 3.76 1.21
C -3.11 3.40 2.35
C -2.61 4.61 3.14
Sb -1.45 2.27 1.56
C -0.84 3.18 -0.29
C -0.61 4.68 -0.13
C 0.39 2.47 -0.86
C 0.24 2.04 2.87
C 0.96 3.38 3.08
C -0.20 1.38 4.16
H -4.97 4.19 1.63
H -4.36 2.89 0.62
H -3.63 4.51 0.54
H -3.60 2.70 3.02
H -2.11 5.34 2.51
H -1.94 4.32 3.95
H -3.47 5.10 3.60
H -1.69 3.02 -0.95
H 0.21 4.90 0.56
H -1.49 5.21 0.22
H -0.34 5.11 -1.10
H 1.26 2.62 -0.21
H 0.63 2.89 -1.84
H 0.22 1.39 -0.97
H 0.89 1.36 2.30
H 0.32 4.12 3.56
H 1.35 3.80 2.16
H 1.81 3.20 3.75
H -0.92 1.99 4.71
H 0.66 1.26 4.82
H -0.64 0.40 4.00

Atomic partial charges in e from the Löwdin method, atoms 1 to 5: number 1, Re, carries 1.011; number 2, C, carries 0.028; number 3, C, carries -0.219; number 4, N, carries -0.184; number 5, N, carries 0.026

=====

Record 2
C4H8INO2 | the ωB97M-V functional and the def2-TZVPD basis

Electronic energy in hartree: -659.9942
Highest occupied orbital energy in eV: -9.664
Maximum force in eV Å⁻¹: 4.08
SMILES string: CC[C@](C)(I)[N+](=O)[O-]
Orbital gap in eV: 7.79

CARTESIAN COORDINATES (ANGSTROEM)
C -1.53 0.09 -1.05
C 0.20 0.30 1.63
C -0.18 0.74 -0.83
C 0.60 -0.07 0.25
N 0.94 -1.46 -0.13
O 1.27 -2.18 0.80
O 0.83 -1.78 -1.28
I 3.06 0.69 0.29
H -1.34 -0.78 -1.82
H -2.03 -0.19 -0.15
H -2.19 0.78 -1.63
H 0.47 1.46 1.84
H -0.90 0.23 1.70
H 0.66 -0.41 2.37
H 0.52 0.91 -1.61
H -0.39 1.66 -0.38

Atomic partial charges in e from the Löwdin method, atoms 1 to 5: number 1, C, carries -0.087; number 2, C, carries -0.143; number 3, C, carries -0.244; number 4, C, carries -0.497; number 5, N, carries -0.444

=====

Record 3
C11H27N6O2 | the ωB97M-V functional and the def2-TZVPD basis

Electronic energy in hartree: -914.1809
Highest occupied orbital energy in eV: -11.727
Maximum force in eV Å⁻¹: 0.96
Net charge: +1
Orbital gap in eV: 9.11

CARTESIAN COORDINATES (ANGSTROEM)
N 0.62 -1.67 1.60
C -0.55 -2.47 2.00
C -1.91 -1.87 1.59
C -1.86 -1.06 0.29
N -1.17 0.24 0.48
C -1.27 0.75 1.71
N -0.33 1.51 2.20
N -2.40 0.46 2.47
C -2.60 -1.01 2.66
H 1.06 -2.06 0.78
H 1.33 -1.69 2.32
H -0.47 -3.48 1.58
H -0.53 -2.58 3.09
H -2.57 -2.72 1.40
H -2.88 -0.87 -0.03
H -1.39 -1.62 -0.52
H -0.21 0.23 0.15
H -0.33 1.74 3.18
H 0.42 1.82 1.60
H -3.22 0.87 2.04
H -2.30 -1.31 3.67
H -3.68 -1.17 2.59
C 3.34 2.15 2.27
C 3.24 1.53 0.90
O 2.20 1.62 0.24
N 4.30 0.87 0.41
C 5.60 0.67 1.05
H 2.40 2.65 2.46
H 3.50 1.38 3.03
H 4.15 2.88 2.36
H 4.16 0.48 -0.51
H 6.38 1.11 0.43
H 5.80 -0.39 1.17
H 5.62 1.14 2.02
C -1.63 -0.56 -5.70
C -1.48 -0.78 -4.22
O -0.90 -1.74 -3.75
N -2.02 0.15 -3.38
C -2.74 1.37 -3.70
H -1.15 -1.38 -6.21
H -2.69 -0.53 -5.98
H -1.16 0.37 -6.01
H -1.87 -0.07 -2.41
H -2.23 2.24 -3.30
H -3.75 1.34 -3.28
H -2.83 1.49 -4.77

Atomic partial charges in e from the Löwdin method, atoms 1 to 5: number 1, N, carries 0.016; number 2, C, carries -0.203; number 3, C, carries -0.274; number 4, C, carries -0.115; number 5, N, carries 0.122

=====

Record 4
C10H40N20O10 | the ωB97M-V functional and the def2-TZVPD basis

Electronic energy in hartree: -2252.9743
Highest occupied orbital energy in eV: -9.228
Maximum force in eV Å⁻¹: 4.01
SMILES string: NC(N)=O.NC(N)=O.NC(N)=O.NC(N)=O.NC(N)=O.NC(N)=O.NC(N)=O.NC(N)=O.NC(N)=O.NC(N)=O
Orbital gap in eV: 9.77

CARTESIAN COORDINATES (ANGSTROEM)
C 4.04 2.69 -2.81
O 3.89 2.62 -1.58
N 3.67 3.71 -3.61
N 4.66 1.65 -3.42
H 3.76 3.64 -4.59
H 2.81 4.28 -3.42
H 5.06 1.72 -4.36
H 4.45 0.71 -2.96
C 0.71 4.24 -1.60
O 1.05 4.32 -2.80
N -0.55 4.59 -1.17
N 1.59 4.21 -0.59
H -0.74 4.23 -0.22
H -1.21 4.52 -1.95
H 2.51 3.72 -0.67
H 1.10 4.16 0.41
C -1.52 -2.82 -1.80
O -2.69 -2.62 -1.54
N -0.48 -1.96 -1.47
N -1.11 -3.90 -2.53
H 0.41 -2.36 -1.31
H -0.55 -1.16 -0.84
H -1.69 -4.58 -2.85
H -0.13 -3.98 -2.85
C 3.53 -0.66 -0.23
O 3.27 -1.85 -0.08
N 4.83 -0.30 -0.66
N 2.61 0.32 -0.06
H 5.57 -0.92 -0.56
H 5.10 0.68 -0.52
H 1.65 0.11 -0.20
H 2.88 1.22 -0.45
C -0.38 3.48 2.99
O -0.01 3.65 1.84
N -0.82 2.25 3.42
N -0.11 4.48 3.92
H -1.08 1.96 4.38
H -1.01 1.61 2.63
H -0.10 4.20 4.88
H 0.26 5.37 3.62
C 2.79 -5.00 -2.46
O 1.70 -4.59 -2.87
N 3.68 -4.25 -1.74
N 3.28 -6.25 -2.69
H 4.62 -4.62 -1.48
H 3.45 -3.28 -1.54
H 3.82 -6.58 -1.94
H 2.62 -6.93 -2.91
C -4.27 -1.94 4.62
O -5.07 -2.79 4.97
N -3.63 -1.06 5.51
N -3.86 -1.71 3.34
H -3.94 -1.23 6.45
H -3.49 -0.08 5.25
H -4.36 -2.14 2.57
H -3.02 -1.23 3.03
C -5.15 -0.04 -0.09
O -4.22 0.68 -0.35
N -5.11 -1.46 -0.04
N -6.34 0.48 0.25
H -4.18 -1.85 -0.31
H -5.84 -2.08 -0.36
H -6.42 1.44 0.28
H -7.04 -0.14 0.64
C -0.47 1.43 -1.69
O 0.08 1.25 -0.57
N -1.76 1.33 -1.88
N 0.29 1.59 -2.86
H -2.18 1.65 -2.79
H -2.40 1.06 -1.14
H 1.19 1.96 -2.55
H 0.05 2.33 -3.52
C -0.34 -1.25 2.93
O -1.10 -0.30 2.82
N 0.97 -1.06 2.84
N -0.73 -2.52 3.41
H 1.24 -0.18 2.47
H 1.70 -1.79 2.90
H -0.08 -3.18 3.76
H -1.66 -2.91 3.34

Atomic partial charges in e from the Löwdin method, atoms 1 to 5: number 1, C, carries -0.665; number 2, O, carries -0.035; number 3, N, carries 0.171; number 4, N, carries 0.132; number 5, H, carries 0.085

=====

Record 5
C15H17N3O | the ωB97M-V functional and the def2-TZVPD basis

Electronic energy in hartree: -821.3598
Highest occupied orbital energy in eV: -7.978
Maximum force in eV Å⁻¹: 0.75
SMILES string: Cc1ccc(Nc2nc3c(c(=O)[nH]2)CCCC3)cc1
Orbital gap in eV: 8.55

CARTESIAN COORDINATES (ANGSTROEM)
C 1.93 -5.61 -0.89
C 1.49 -4.36 -0.20
C 1.37 -4.31 1.18
C 0.94 -3.16 1.82
C 0.62 -2.02 1.07
C 0.73 -2.07 -0.31
C 1.16 -3.22 -0.93
H 1.25 -3.25 -2.00
H 0.48 -1.19 -0.88
N 0.19 -0.89 1.78
C -0.19 0.32 1.31
N -0.22 0.61 0.05
C -0.61 1.86 -0.33
C -0.99 2.83 0.56
C -0.97 2.54 1.97
O -1.27 3.29 2.88
N -0.55 1.23 2.27
H -0.53 1.00 3.25
C -1.43 4.20 0.14
C -1.01 4.50 -1.30
C -1.39 3.33 -2.20
C -0.59 2.10 -1.81
H 0.45 2.21 -2.11
H -0.97 1.20 -2.31
H -2.46 3.13 -2.09
H -1.20 3.58 -3.24
H 0.07 4.66 -1.34
H -1.50 5.42 -1.63
H -2.52 4.26 0.23
H -1.01 4.93 0.84
H 0.17 -1.01 2.78
H 0.85 -3.14 2.89
H 1.61 -5.18 1.78
H 1.09 -6.09 -1.39
H 2.36 -6.32 -0.19
H 2.68 -5.38 -1.65

Atomic partial charges in e from the Löwdin method, atoms 1 to 5: number 1, C, carries -0.056; number 2, C, carries -0.291; number 3, C, carries -0.051; number 4, C, carries -0.031; number 5, C, carries -0.231

=====

Record 6
C7H15NO | the ωB97M-V functional and the def2-TZVPD basis

Electronic energy in hartree: -405.5746
Highest occupied orbital energy in eV: -8.157
Maximum force in eV Å⁻¹: 3.51
Orbital gap in eV: 7.89

CARTESIAN COORDINATES (ANGSTROEM)
C -0.47 0.97 -0.76
C -1.72 0.11 -0.50
C -0.55 2.27 0.06
C -0.39 1.32 -2.25
C 1.16 -3.02 1.78
N 0.82 -1.82 1.08
C 0.78 0.14 -0.41
C 1.34 0.15 0.92
O 1.07 -0.84 -1.13
H -0.19 -1.68 1.12
H -1.82 -0.12 0.56
H -2.62 0.65 -0.81
H -1.66 -0.82 -1.05
H 0.37 2.85 -0.04
H -1.38 2.88 -0.31
H -0.74 2.08 1.11
H 0.48 1.94 -2.46
H -1.29 1.85 -2.57
H -0.31 0.41 -2.85
H 0.55 -3.86 1.42
H 0.98 -2.94 2.87
H 2.21 -3.28 1.60
H 2.39 -0.12 0.98
H 0.97 0.87 1.64

Atomic partial charges in e from the Löwdin method, atoms 1 to 5: number 1, C, carries -0.543; number 2, C, carries -0.040; number 3, C, carries -0.064; number 4, C, carries -0.050; number 5, C, carries -0.187

=====

Record 7
C42H44ClN2OP2Pm | the ωB97M-V functional and the def2-TZVPD basis

Electronic energy in hartree: -3562.4309
Highest occupied orbital energy (spin up / spin down) in eV: -13.450 / -13.452
Maximum force in eV Å⁻¹: 1.69
⟨S²⟩: 6.01
Net charge: +2
Orbital gap (spin up / spin down) in eV: 6.81 / 7.65
Multiplicity: 5

CARTESIAN COORDINATES (ANGSTROEM)
Pm 1.34 -0.02 0.10
Cl -0.08 -0.12 -2.11
P -0.06 2.65 0.00
P -0.09 -2.69 0.07
C -0.05 3.75 1.47
C -1.55 3.31 -0.84
C 1.34 3.29 -1.00
C 1.44 -3.56 -0.44
C -0.64 -3.72 1.48
C -1.29 -3.20 -1.23
C 0.89 4.77 1.67
C 0.89 5.51 2.85
C -0.06 5.25 3.85
C -1.03 4.26 3.63
C -1.03 3.52 2.45
H 1.63 4.99 0.89
H 1.63 6.29 3.00
H -0.06 5.82 4.78
H -1.81 4.10 4.38
H -1.80 2.77 2.28
C 2.65 2.86 -0.69
C 3.70 3.18 -1.56
C 3.48 3.95 -2.70
C 2.19 4.44 -2.97
C 1.12 4.11 -2.13
H 2.88 2.31 0.25
H 4.71 2.80 -1.35
H 4.29 4.17 -3.39
H 2.01 5.07 -3.84
H 0.11 4.46 -2.35
C -2.00 4.63 -0.65
C -3.15 5.09 -1.29
C -3.85 4.25 -2.16
C -3.38 2.96 -2.40
C -2.25 2.49 -1.74
H -1.45 5.30 0.02
H -3.50 6.11 -1.10
H -4.76 4.60 -2.64
H -3.92 2.31 -3.10
H -1.89 1.48 -1.94
C -1.97 -4.13 1.64
C -2.38 -4.82 2.79
C -1.47 -5.10 3.80
C -0.13 -4.72 3.65
C 0.28 -4.01 2.52
H -2.69 -3.91 0.85
H -3.42 -5.13 2.89
H -1.79 -5.60 4.72
H 0.57 -4.96 4.45
H 1.31 -3.68 2.43
C 2.37 -2.84 -1.22
C 3.64 -3.37 -1.45
C 3.99 -4.61 -0.93
C 3.04 -5.38 -0.26
C 1.76 -4.88 -0.04
H 2.08 -1.90 -1.74
H 4.38 -2.78 -2.02
H 5.01 -4.99 -1.05
H 3.30 -6.38 0.12
H 1.02 -5.50 0.47
C -1.04 -4.30 -2.07
C -1.95 -4.63 -3.08
C -3.09 -3.85 -3.28
C -3.34 -2.76 -2.44
C -2.46 -2.43 -1.42
H -0.14 -4.89 -1.93
H -1.73 -5.48 -3.73
H -3.78 -4.10 -4.08
H -4.24 -2.15 -2.60
H -2.64 -1.56 -0.78
H 3.17 0.01 -2.53
H 2.45 0.18 -2.27
C -0.11 -1.59 4.90
N -0.51 -0.38 4.16
C -1.53 0.45 4.90
C -0.91 1.46 5.85
C 0.56 1.72 5.58
N 0.93 1.42 4.18
C 2.10 2.11 3.64
C 0.45 0.37 3.51
O 0.85 0.09 2.31
H 0.57 -2.21 4.31
H -1.03 -2.17 5.13
H 0.41 -1.38 5.87
H -2.12 1.04 4.17
H -2.19 -0.25 5.42
H -1.02 1.09 6.88
H -1.46 2.42 5.77
H 1.15 1.08 6.27
H 0.83 2.76 5.77
H 2.43 2.88 4.34
H 2.92 1.41 3.45
H 1.82 2.60 2.69

Atomic partial charges in e from the Löwdin method, atoms 1 to 5: number 1, Pm, carries 1.325; number 2, Cl, carries 0.015; number 3, P, carries 1.001; number 4, P, carries 0.993; number 5, C, carries -0.405

=====

Record 8
C9H14O | the ωB97M-V functional and the def2-TZVPD basis

Electronic energy in hartree: -426.5011
Highest occupied orbital energy in eV: -8.593
Maximum force in eV Å⁻¹: 3.59
SMILES string: Cc1ccccc1.CCO
Orbital gap in eV: 9.46

CARTESIAN COORDINATES (ANGSTROEM)
C 0.07 2.72 -0.41
C -1.34 2.95 -0.93
O 0.84 2.43 -1.54
H 0.47 3.65 0.16
H 0.11 1.70 0.12
H -2.14 2.68 -0.17
H 1.56 2.93 -1.73
H -1.59 2.11 -1.59
H -1.56 3.91 -1.30
C 2.23 -1.12 -0.15
C -0.32 -0.85 -0.27
C 0.85 -1.38 0.28
C -1.56 -1.40 0.03
C 0.74 -2.25 1.42
C -1.64 -2.34 1.09
C -0.49 -2.72 1.78
H -0.17 -0.14 -1.09
H -2.42 -1.29 -0.62
H 2.22 -0.98 -1.31
H 2.95 -1.85 0.32
H 1.58 -2.39 2.09
H -2.56 -2.83 1.30
H -0.54 -3.39 2.65
H 2.70 -0.13 -0.11

Atomic partial charges in e from the Löwdin method, atoms 1 to 5: number 1, C, carries -0.321; number 2, C, carries -0.097; number 3, O, carries -0.077; number 4, H, carries 0.138; number 5, H, carries 0.110